1.
Density functional theory data (ωB97M-V with the def2-TZVPD basis set) for a 10-piece molecular cluster, C40H80O10 overall in a non-equilibrium geometry.

CARTESIAN COORDINATES (ANGSTROEM)
H (8.96195, -3.42548, 8.19476)
H (9.00017, -5.93929, 2.24659)
C (1.41818, -4.10390, 7.97987)
H (4.14401, -1.41498, 7.54257)
H (-0.41927, -2.48653, 1.96684)
C (2.04223, -4.08076, 9.35647)
H (10.85028, -11.31261, 9.45447)
H (10.94110, -12.16232, 7.90987)
C (4.42480, -11.64849, 9.46248)
C (10.07266, -4.90270, 6.42767)
C (2.84383, -10.43757, 8.19130)
H (3.94868, -12.45217, 9.88836)
C (3.96422, -1.32873, 4.81424)
H (8.14517, -4.89050, 7.18683)
C (9.19212, -9.54613, 8.43402)
C (5.05367, -7.09207, 5.70716)
H (3.33835, -2.83276, 2.34843)
H (4.46093, -3.01617, 7.40343)
C (9.00331, -11.86899, 8.71331)
H (8.13923, -2.07548, 7.37496)
H (7.54931, -0.68221, 8.79598)
O (6.82153, -3.49077, 8.10947)
O (0.65636, -5.27690, 7.94312)
H (10.32764, -5.45020, 5.51205)
H (5.19443, -6.77238, 4.71640)
O (4.57332, -11.97400, 7.98774)
C (6.75939, -2.40739, 10.09570)
C (0.78986, -3.38668, 3.69255)
H (3.70342, -11.06035, 6.09942)
C (8.13420, -10.57874, 8.80829)
C (0.69626, -2.64394, 2.32448)
C (2.78527, -1.30975, 5.64866)
C (6.82201, -5.96453, 2.30777)
H (2.60407, -4.21849, 4.42024)
H (9.98808, -3.87941, 5.99269)
H (8.82850, -1.56628, 9.72682)
H (2.87575, -9.50892, 7.66372)
H (3.05951, -4.04715, 9.21216)
H (5.31813, -8.74743, 2.12906)
H (1.82347, -1.42429, 4.98631)
H (2.22800, -4.35027, 7.13311)
C (8.94695, -5.52542, 7.16172)
H (2.68441, -12.39848, 7.45570)
H (4.35121, -0.40283, 4.67365)
H (4.49145, -6.73098, 8.53281)
H (2.10314, -6.52908, 1.24907)
C (7.77848, -1.68476, 9.16497)
H (5.71827, -5.19214, 6.30174)
O (1.44395, -3.28534, 1.42234)
H (5.83664, -4.28413, 9.63248)
C (5.98696, -8.10032, 6.37481)
H (1.17239, -3.07848, 7.72418)
C (11.18181, -4.62127, 7.49736)
H (5.46733, -8.99307, 6.54205)
C (5.38874, -6.40167, 7.98572)
H (8.29050, -6.40459, 6.81385)
H (2.64200, -0.46521, 6.18946)
C (6.68129, -3.77776, 9.50766)
H (5.97078, -1.95372, 5.67714)
C (1.35194, -6.31981, 8.70749)
H (1.10443, -1.68544, 2.45111)
H (6.40990, -4.15698, 4.18589)
C (4.85517, -2.19402, 5.54660)
H (2.99034, -10.19435, 10.40006)
C (4.27640, -8.83330, 1.64575)
H (10.14395, -6.59608, 8.67384)
H (8.61614, -12.33271, 7.76040)
H (0.77358, -7.28075, 8.74501)
H (2.47430, -5.86889, 10.44622)
H (8.29368, -4.87654, 1.23130)
H (8.75894, -8.87524, 7.73690)
O (6.31591, -7.48030, 7.67412)
C (3.45034, -11.45239, 7.26407)
H (4.13158, -9.88169, 1.53769)
H (8.34578, -2.96754, 2.31522)
H (9.62069, -8.79341, 9.20657)
H (1.17245, -8.27316, 1.69130)
H (5.95643, -5.58864, 8.49907)
H (4.54686, -9.04591, -0.49707)
C (2.25070, -7.67531, 1.42657)
H (7.59975, -10.39124, 9.62747)
O (2.63031, -8.30127, 0.22084)
H (0.86141, -5.45275, 10.60030)
H (3.78659, -1.77949, 3.73868)
H (8.49906, -4.01767, 3.89037)
C (3.61315, -10.31020, 9.47367)
H (9.14155, -12.43492, 9.56733)
H (-0.01447, -4.15121, 3.82641)
C (1.95746, -4.34046, 3.46253)
C (8.03760, -4.02287, 2.90970)
H (6.37650, -6.74502, 1.54164)
C (10.40628, -11.45146, 8.52729)
H (4.95563, -3.28789, 4.89635)
H (7.17623, -2.57765, 10.90946)
H (4.07848, -7.63058, 5.90846)
H (2.90875, -8.90576, 3.35605)
O (5.88461, -4.87541, 2.47396)
C (2.60858, -3.74298, 2.19159)
H (1.72937, -10.56319, 8.24871)
C (8.10015, -5.29367, 2.05815)
H (4.59745, -7.30847, 0.45808)
H (3.67905, -7.32095, 2.98577)
O (10.30522, -10.22993, 7.83100)
C (3.18480, -8.20164, 2.51589)
O (2.87793, -2.43538, 6.43581)
H (5.78835, -1.75188, 10.04198)
H (6.87654, -6.62216, 3.27884)
C (4.99235, -5.88563, 6.53495)
H (2.13063, -6.64774, 8.14632)
H (11.59973, -3.62491, 7.66396)
H (7.37008, -4.41526, 9.87296)
C (8.02379, -2.74682, 8.03681)
C (4.02719, -8.30856, 0.26739)
C (6.60101, -3.97940, 3.18140)
O (10.60577, -4.82421, 8.77229)
H (12.06364, -5.30118, 7.19558)
H (8.81339, -5.97509, 9.51759)
H (5.30251, -11.39477, 9.91519)
H (7.54974, -10.70371, 7.96411)
C (4.15642, -2.26978, 6.93289)
H (3.23467, -4.31591, 1.61374)
H (4.20390, -9.52774, 9.32472)
C (9.54523, -5.83694, 8.55778)
H (6.88470, -8.19123, 5.81544)
H (5.99398, -2.99386, 2.88226)
C (1.71440, -5.50757, 9.90861)
H (4.22040, -5.09106, 6.45447)
H (1.51062, -3.21150, 10.12458)
H (0.93619, -2.62485, 4.54182)
H (1.53709, -5.38838, 3.29030)

The gap between HOMO and LUMO comes out at 9.6674 eV. For the molar mass, the calculation gives 721.070 g mol⁻¹. The calculated total energy is -2323.67539 a.u. The calculation puts the LUMO energy at 0.52 eV. Its spin multiplicity is 1. As for the SMILES: C1CCOC1.C1CCOC1.C1CCOC1.C1CCOC1.C1CCOC1.C1CCOC1.C1CCOC1.C1CCOC1.C1CCOC1.C1CCOC1. Its charge is 0.

Results of the Löwdin charge analysis, in e, for atoms 1 through 6: number 1, H, carries 0.138; number 2, H, carries 0.145; number 3, C, carries -0.242; number 4, H, carries 0.130; number 5, H, carries 0.159; number 6, C, carries -0.134

=====

2.
Density functional theory data (ωB97M-V with the def2-TZVPD basis set) for a 4-piece molecular cluster, C40H82BClF5N11O6P3 overall in a non-equilibrium geometry.

CARTESIAN COORDINATES (ANGSTROEM)
N (2.68952, 0.47276, 0.02651)
C (-0.68498, 3.24818, 4.89593)
H (9.07699, 6.59663, -3.68541)
C (8.70665, 4.03055, -6.37686)
C (-4.80381, -3.49175, 1.84656)
H (-1.73956, -0.29105, 7.49521)
C (-2.61973, -0.66027, 6.95825)
O (6.11058, 4.58407, -3.88865)
Cl (1.76670, 2.90798, 3.69991)
H (-2.25144, -9.76511, -3.85097)
H (-0.86475, -7.34149, 0.34948)
H (4.35754, -0.71058, -0.47894)
H (4.48871, 0.09213, -3.23170)
H (1.30728, 0.05343, 1.58224)
H (3.23282, 2.93262, -0.84984)
H (-0.98838, -0.40488, 5.00343)
H (0.39030, 5.48935, 2.04718)
H (0.54048, -7.12668, -0.68897)
F (-2.84883, 4.83166, 5.96573)
N (-1.30350, -6.79371, -1.64660)
H (8.05792, 3.25422, -6.80209)
H (-2.92916, -4.25914, -3.04033)
H (4.18502, -0.37342, 1.21750)
H (-5.85716, -4.95792, -2.23036)
H (-1.10858, -8.98671, -2.80127)
H (-5.62337, -3.34993, 1.13541)
C (-5.76951, 2.84474, 3.41842)
C (-2.21042, -1.98582, 6.27820)
H (2.89082, -2.28787, -3.29738)
C (-4.38174, -8.55175, -3.29455)
H (-2.75548, -0.77066, 2.70933)
H (-4.02666, -1.83256, 5.03106)
C (5.86999, 5.03921, -7.51982)
H (-4.56154, -8.00076, -4.22150)
H (-3.37127, -0.83715, 7.72396)
C (-3.04021, 3.49493, 5.98322)
H (4.00618, 5.57113, -4.96725)
C (3.84384, 2.41962, -1.58891)
C (-5.46470, 2.91049, 6.14531)
H (6.24142, 7.96515, -6.37124)
C (-0.55747, -5.89721, -2.49575)
C (-1.96332, -8.79484, -3.44293)
H (6.87493, 4.72415, -7.77464)
H (-4.79001, -1.39152, 1.59066)
C (-4.37785, 3.17916, 5.33414)
H (3.10569, -1.56220, 0.47290)
H (-4.08059, -5.28214, 4.25122)
C (-3.55047, -5.08025, -3.42210)
H (4.45261, 7.13666, -5.66305)
H (3.73834, 5.88597, -6.67834)
H (0.24210, -6.43509, -3.02377)
C (-4.42554, -5.41981, 3.21917)
P (6.83896, 5.46080, -4.85439)
O (-5.29630, -4.37175, 2.83640)
H (1.72912, -2.83453, -2.07425)
C (-4.53730, 3.14342, 3.95973)
H (-2.47557, -2.17175, 1.71322)
H (-4.43252, -9.62060, -3.51173)
C (4.42814, 6.05425, -5.85237)
N (7.66297, 6.86697, -5.23640)
H (3.22143, -2.01856, -1.61592)
H (-4.40498, -4.63845, -3.94017)
H (0.66727, 4.87841, 4.75189)
H (-2.38614, -3.66786, 3.51791)
P (-2.98693, -7.05106, -1.51336)
C (2.41660, -2.02349, -2.34270)
H (-3.80328, 1.07102, 6.49677)
H (4.73970, 2.04006, -1.09038)
H (4.25786, 1.69117, -3.94845)
N (1.73026, -0.75808, -2.44564)
F (-3.11218, 3.14603, 7.31344)
C (-0.48608, -7.49039, -0.66480)
B (-0.97430, 5.39715, 3.46652)
F (-8.52722, 3.35063, 6.87777)
C (-2.38213, -2.61324, 3.79644)
C (-1.85823, 2.70349, 5.41837)
C (-3.06879, 0.45980, 5.99253)
H (-7.83109, 2.31060, 3.82549)
H (8.79910, 4.85688, -7.08608)
H (-1.65281, -8.15833, -4.27653)
H (9.56490, 3.20124, -4.09199)
H (1.37727, 1.74856, 1.05736)
H (-1.32692, -2.33221, 3.87354)
C (-5.05205, -5.31338, -1.58209)
H (-5.49815, -6.01316, -0.88138)
H (7.71633, 7.49780, -7.24553)
H (-5.40078, 2.94169, 7.22412)
H (9.71183, 3.61210, -6.28678)
C (-2.99611, -1.83814, 2.61613)
C (1.97257, 0.85606, 1.23160)
H (-3.70215, 3.33502, 3.30363)
H (7.91086, 2.56678, -4.22645)
H (8.29550, 3.85648, -3.07472)
H (-5.09977, -1.85856, 3.25083)
H (-2.99788, -5.62880, -4.18914)
N (-3.08070, -8.19896, -2.72826)
O (-3.26050, -6.57428, -0.12158)
C (7.31329, 7.81697, -6.28019)
H (3.03418, 0.47850, -4.17811)
F (-7.42315, 1.63392, 7.62554)
C (-7.84391, 2.26072, 6.50510)
P (1.80879, 0.62713, -1.45635)
C (-6.68552, 2.58633, 5.59462)
H (9.06931, 8.19895, -4.39370)
H (5.19835, 4.19246, -7.70341)
H (-4.96832, -6.36547, 3.19892)
H (-2.23132, -2.74983, 7.05666)
H (-0.45360, -8.57221, -0.85436)
H (4.15263, 3.16841, -2.32128)
H (-0.09228, -5.08820, -1.91915)
H (-3.97031, -3.89743, 1.26558)
H (-3.58132, 0.07055, 5.10602)
C (3.74605, 0.86369, -3.45389)
H (-2.37532, 4.86989, 2.26596)
H (2.67995, 1.08580, 2.02858)
C (0.32220, 2.35126, 4.41093)
H (-4.65026, -4.46240, -1.01827)
H (0.98957, -0.01993, -4.29471)
C (-4.48515, -2.08651, 2.37910)
F (-8.69394, 1.41195, 5.89369)
H (-0.74102, 5.24052, 5.69672)
N (5.74836, 5.53017, -6.16760)
H (-5.87678, 2.80675, 2.34275)
C (-1.94095, 1.29015, 5.46961)
C (-0.40533, 4.71096, 4.80808)
H (9.77407, 6.84084, -5.29002)
N (-0.91677, 0.60967, 4.97447)
H (5.62142, 5.82705, -8.24389)
C (3.61391, -0.60217, 0.31384)
O (-0.09280, 6.06870, 2.64670)
N (3.10861, 1.33021, -2.23082)
H (7.73014, 8.79919, -6.05076)
N (0.19161, 1.05899, 4.43503)
H (-1.15937, -1.94949, 5.97329)
C (-6.85539, 2.55765, 4.21785)
N (8.24574, 4.49024, -5.08462)
C (-3.13999, -2.45231, 5.13790)
C (8.96136, 7.13636, -4.62129)
H (-3.54949, -5.51197, 2.57506)
H (-3.49837, -3.44614, 5.40161)
N (-4.01145, -5.95976, -2.37090)
O (0.42846, 0.69037, -0.88305)
C (8.50691, 3.47467, -4.06925)
C (0.71954, -0.72066, -3.49274)
H (-5.18953, -8.32849, -2.60325)
H (-1.15928, -5.44291, -3.27511)
O (-2.30196, 5.31841, 3.11758)
H (-0.25398, -0.41835, -3.09910)
H (0.59884, -1.70287, -3.94780)

The gap between HOMO and LUMO comes out at 5.4018 eV. For the molar mass, the calculation gives 1047.344 g mol⁻¹. The calculated total energy is -4635.31918 a.u. The calculation puts the LUMO energy at -4.20 eV. Its spin multiplicity is 1. Its charge is +1.

Results of the Löwdin charge analysis, in e, for atoms 1 through 6: number 1, N, carries -0.313; number 2, C, carries -0.087; number 3, H, carries 0.077; number 4, C, carries -0.140; number 5, C, carries -0.228; number 6, H, carries 0.121

=====

What is the LUMO energy in the second record?
-4.20 eV

=====

The lowest calculated total energy belongs to which entry?
C40H82BClF5N11O6P3

=====

What is the calculated total energy in the first record?
-2323.67539 a.u.